[1]
{"formula": "C29H56O23", "method": "the ωB97M-V functional and the def2-TZVPD basis", "charge": 0, "energy_ev": -78073.0476, "gap_ev": 10.605, "lumo_ev": 0.24, "spin_multiplicity": 1, "smiles": "C[C@H]1COC(=O)O1.C[C@H]1COC(=O)O1.C[C@H]1COC(=O)O1.C[C@H]1COC(=O)O1.C[C@H]1COC(=O)O1.C[C@H]1COC(=O)O1.CO.CO.CO.CO.CO", "relative_energy_kcal_mol": 29.4, "symbols": ["O", "O", "O", "O", "O", "O", "O", "O", "O", "O", "O", "O", "O", "O", "O", "O", "O", "O", "O", "O", "O", "O", "O", "C", "C", "C", "C", "C", "C", "C", "C", "C", "C", "C", "C", "C", "C", "C", "C", "C", "C", "C", "C", "C", "C", "C", "C", "C", "C", "C", "C", "C", "H", "H", "H", "H", "H", "H", "H", "H", "H", "H", "H", "H", "H", "H", "H", "H", "H", "H", "H", "H", "H", "H", "H", "H", "H", "H", "H", "H", "H", "H", "H", "H", "H", "H", "H", "H", "H", "H", "H", "H", "H", "H", "H", "H", "H", "H", "H", "H", "H", "H", "H", "H", "H", "H", "H", "H"], "coordinates": [[-1.6380, -5.3314, -2.8197], [2.8042, 2.6253, 2.6780], [-5.6620, -0.1096, -1.1420], [0.5574, -1.3868, 1.1286], [-1.0514, 3.6132, 1.9066], [4.0678, 9.0206, 1.7170], [-0.1504, -0.7057, -0.8386], [-6.1319, -2.2687, -1.4296], [5.9328, -1.9298, 4.4318], [1.0944, -0.0910, -3.7059], [4.5498, -1.8324, 2.6102], [-2.6045, 1.0742, 2.4276], [1.3158, -2.3116, -3.7687], [-4.6364, -1.3379, -2.7363], [3.2050, 2.3308, 0.0120], [4.4470, -3.5555, 4.0890], [-2.7302, -1.4520, 1.3812], [-2.9342, -5.5630, -0.9983], [-3.7988, -4.6499, -2.8901], [2.5536, -1.0981, -2.3043], [4.6226, 7.2053, 0.5583], [2.6403, 7.2414, 1.5608], [-0.2383, -2.9269, -0.3066], [5.0651, -2.3886, 3.7409], [1.9980, 2.5862, 3.9234], [-4.1535, 1.7414, -0.9626], [0.5155, 0.4867, -0.1841], [-0.7299, -5.6400, -1.7537], [1.3673, 5.6491, 0.2974], [-5.5605, -1.3300, -1.7181], [0.0246, -1.7396, -0.0785], [-3.4875, 1.6842, 3.2714], [-1.0397, -2.5156, -4.1857], [2.6640, 6.0095, 0.9165], [-4.8399, 0.8166, -1.9085], [-1.8926, 4.6468, 1.4214], [-2.8655, -5.1246, -2.3048], [3.8037, 7.9429, 1.3335], [3.8349, 6.2294, -0.0566], [1.6970, -1.1578, -3.1816], [0.4944, 0.0526, 1.2439], [3.5857, -3.8984, 2.9933], [3.5294, -2.7990, 0.7086], [0.3691, -0.4999, -4.8927], [-1.6143, -7.3997, -0.1488], [-3.9539, -0.0938, -2.7242], [0.2654, -2.0158, -4.7422], [4.4706, 1.6569, 0.0543], [-1.5986, -5.9827, -0.5868], [-3.5898, -2.4636, 0.7388], [-0.0748, 1.7615, -0.6645], [3.4518, -2.6159, 2.1995], [-1.0760, -3.6190, -4.1361], [-3.4554, -2.4977, -0.3361], [-1.8953, -8.0929, -0.9572], [-4.5884, -2.0490, 0.9158], [-1.3303, 5.5833, 1.3999], [-2.7308, 4.7782, 2.1535], [-0.6097, -7.6570, 0.1684], [-3.7014, 1.1759, 4.2082], [-4.4327, 1.9699, 2.7372], [2.5597, 2.2335, 4.7526], [0.8057, 4.9174, 0.9181], [2.6430, -4.3060, 3.3633], [-0.4545, 0.2793, 1.7699], [1.4296, 5.1159, -0.6598], [-0.1179, -6.4696, -2.1315], [-3.4436, -3.4411, 1.2265], [4.9243, 1.7913, -0.9366], [-1.8303, -1.7373, 1.2906], [-3.4939, 2.3813, -1.5494], [-2.2286, -7.5550, 0.7450], [0.9387, -0.1006, -5.7418], [-3.0557, 2.6324, 3.6558], [2.5931, -3.2994, 0.4441], [-1.1259, 1.8576, -0.3466], [1.5557, 0.4569, -0.5384], [4.3880, 5.2923, -0.3189], [3.5731, 3.1865, 2.8511], [4.3197, 0.5799, 0.2647], [-2.9530, -0.1965, -2.2802], [-0.1033, -4.7687, -1.5839], [1.2751, 1.8217, 3.6698], [4.1414, -4.6364, 2.4022], [2.9129, 5.2208, 1.6539], [-2.3785, 4.5063, 0.4545], [0.8557, 6.5441, -0.0247], [1.3639, 0.4925, 1.7971], [-1.5479, 2.7801, 1.9750], [1.5523, 3.5626, 4.0691], [-1.7800, -2.1669, -4.9110], [-1.3260, -2.1249, -3.1651], [-0.6390, -0.0847, -4.9193], [0.4849, 2.6153, -0.3689], [-3.5683, 1.1986, -0.2190], [2.8032, 2.3455, 0.9147], [-4.8732, 2.3324, -0.4093], [3.4487, -1.7858, 0.2536], [-2.9550, 0.2353, 2.0811], [0.4677, -2.5726, -5.6444], [2.5173, -2.0927, 2.4214], [-3.8312, 0.2481, -3.7677], [3.4207, 6.6382, -1.0170], [4.4022, -3.2835, 0.3039], [-5.6277, 1.2632, -2.5350], [0.0260, 1.6820, -1.7530], [-1.3521, -5.3800, 0.2692], [5.1523, 2.0398, 0.8103]], "forces_ev_per_a": [[-0.42, 0.16, 0.24], [-0.12, 0.28, 1.48], [0.73, -0.41, -0.17], [0.03, 0.10, -0.07], [0.15, -0.15, -0.51], [-0.16, 0.79, 0.71], [-0.13, 1.33, -0.55], [-2.98, -4.09, 1.68], [-0.59, 0.01, -1.03], [-0.69, 0.05, -0.40], [0.90, -0.27, 1.46], [1.23, -0.58, -0.88], [0.04, 0.79, -0.32], [0.03, 0.66, 0.38], [-0.07, 0.07, 0.56], [-0.36, 0.79, -0.87], [-1.02, -0.53, -0.61], [0.86, 0.36, -1.09], [0.99, -0.45, 0.35], [-1.94, -0.05, -1.52], [0.43, 0.03, 0.05], [0.12, 2.00, 0.86], [0.28, 2.69, 0.10], [0.82, 0.37, 1.56], [0.18, -0.17, -2.40], [0.19, 0.27, -0.08], [1.09, -0.79, -0.72], [0.90, -0.23, -1.26], [-1.03, -1.15, -0.82], [2.55, 3.14, -1.56], [0.30, -2.95, 0.98], [-1.57, 2.17, 0.91], [-0.83, 0.10, 0.47], [1.72, -1.63, -0.30], [-1.62, -0.35, 0.21], [-1.10, 0.31, 1.44], [-1.30, 0.03, 0.43], [-0.47, -0.98, -0.30], [-0.92, -1.52, -1.70], [2.26, -0.70, 1.63], [-0.33, 0.51, 0.94], [0.49, -0.61, 0.02], [-1.49, 1.32, -0.29], [0.09, 0.20, 0.08], [0.07, -1.07, 0.07], [0.59, 0.08, -0.78], [0.38, -0.36, 1.11], [-0.68, -0.45, -0.26], [-1.22, 0.32, 0.67], [-0.06, 1.14, 1.06], [-1.29, -0.91, -0.65], [-0.44, -0.28, -0.93], [0.08, 0.69, -0.11], [0.39, -0.20, -0.15], [-0.07, 0.23, 0.31], [0.07, -0.57, 0.02], [0.03, -0.25, -0.02], [0.48, 0.16, -0.52], [0.36, -0.14, -0.03], [-0.23, -0.71, -0.11], [0.50, -0.33, 0.60], [0.71, -0.06, 0.72], [-0.05, 1.07, -0.13], [0.19, 0.07, -0.04], [0.50, 0.17, -0.22], [0.79, -0.12, 0.10], [-0.10, 0.09, 0.37], [-0.18, 0.39, -0.38], [-0.11, -0.18, 0.33], [0.67, -0.35, 0.09], [0.07, 0.23, 0.20], [-0.19, 0.08, -0.39], [-0.15, -0.48, 0.05], [0.00, -0.31, -0.55], [0.25, -0.25, -0.42], [0.35, 0.11, -0.25], [-0.23, -0.21, -0.03], [-0.25, 0.92, 0.52], [-0.13, -0.19, -0.11], [0.21, 0.38, -0.24], [-0.18, -0.13, 0.05], [-0.01, -0.01, 0.09], [-0.53, 0.17, 0.31], [-0.38, -0.13, 0.02], [0.14, 0.38, -0.19], [0.37, -0.43, -0.26], [-0.63, 0.32, 0.55], [-0.67, -0.77, -0.37], [0.02, 0.20, -0.09], [-0.22, -0.02, 0.24], [-0.39, -0.26, 0.18], [0.56, -0.18, -1.04], [0.17, 0.31, 0.28], [0.54, 0.57, 0.53], [0.11, -0.19, -0.18], [0.66, -0.02, -0.70], [-0.12, 0.29, -0.06], [0.15, -0.68, 0.08], [0.17, -0.11, 0.03], [0.39, 0.03, -0.31], [0.15, 0.04, 0.19], [-0.08, -0.07, 0.47], [0.35, -0.22, 0.62], [0.30, -0.36, 0.20], [0.75, 0.59, -0.08], [-0.38, 0.30, 0.05], [0.19, 0.50, 0.29], [0.00, 0.26, 0.15]]}


[2]
{"formula": "C8H19Cl2N2", "method": "the ωB97M-V functional and the def2-TZVPD basis", "charge": 1, "energy_ev": -36622.8141, "gap_ev": 10.491, "lumo_ev": -2.88, "spin_multiplicity": 1, "smiles": "CNC(Cl)(Cl)[C@@](C)([NH3+])C(C)(C)C", "relative_energy_kcal_mol": 0.0, "symbols": ["Cl", "Cl", "N", "N", "C", "C", "C", "C", "C", "C", "C", "C", "H", "H", "H", "H", "H", "H", "H", "H", "H", "H", "H", "H", "H", "H", "H", "H", "H", "H", "H"], "coordinates": [[2.0128, -1.4989, 1.0961], [2.8893, 0.0774, -1.1615], [1.6633, 1.2222, 0.8528], [0.3466, -1.1813, -1.6645], [-1.2283, -0.5099, 0.1260], [-2.4738, -0.3567, -0.7670], [-1.1866, -1.9755, 0.5835], [1.6525, 0.0526, 0.1568], [-0.1096, 1.2102, -1.4595], [2.8809, 1.7026, 1.4913], [-1.4026, 0.3733, 1.3635], [0.0100, -0.0926, -0.7044], [-2.3760, 0.1827, 1.8079], [0.8524, 1.3533, 1.4397], [2.6658, 2.6743, 1.9274], [-2.6908, 0.6827, -0.9881], [-2.0152, -2.1416, 1.2678], [3.2413, 1.0314, 2.2763], [-0.3422, 2.0296, -0.7888], [-1.3618, 1.4290, 1.1128], [-0.2853, -1.1755, -2.4713], [-0.8930, 1.1573, -2.2106], [-2.3848, -0.9083, -1.7010], [0.8248, 1.4508, -1.9563], [-3.3323, -0.7631, -0.2394], [0.2983, -2.0838, -1.1650], [3.6638, 1.8283, 0.7453], [1.3399, -1.0128, -1.9713], [-0.2781, -2.2120, 1.1230], [-1.3277, -2.6811, -0.2352], [-0.6535, 0.1355, 2.1137]], "forces_ev_per_a": [[0.11, 0.39, -0.15], [0.10, 0.11, 0.22], [0.02, 0.38, 0.29], [0.34, -0.27, -0.13], [-0.15, -0.13, 0.02], [0.10, 0.13, 0.20], [0.00, 0.14, 0.15], [-2.53, -0.55, -1.24], [0.01, -0.06, -0.05], [0.31, -0.01, 0.10], [0.13, -0.09, -0.21], [2.60, 0.28, 1.38], [-0.07, -0.02, 0.02], [-0.09, -0.12, -0.12], [0.02, 0.01, 0.00], [-0.05, 0.13, -0.08], [-0.11, -0.03, -0.01], [-0.03, -0.01, -0.05], [-0.04, 0.02, 0.08], [0.00, 0.20, 0.03], [0.15, -0.17, 0.14], [-0.11, -0.03, -0.10], [-0.04, -0.07, -0.18], [0.07, 0.07, -0.06], [-0.07, -0.07, 0.04], [0.06, 0.25, -0.41], [-0.03, 0.02, 0.05], [-0.72, -0.27, -0.04], [-0.04, -0.11, 0.03], [-0.04, -0.11, -0.10], [0.10, 0.00, 0.17]]}


[3]
{"formula": "C3H3CuO3", "method": "the ωB97M-V functional and the def2-TZVPD basis", "charge": 1, "energy_ev": -53931.0536, "gap_ev": [7.825, 8.055], "lumo_ev": [-5.89, -5.97], "spin_multiplicity": 2, "relative_energy_kcal_mol": 46.7, "symbols": ["Cu", "O", "O", "O", "C", "C", "C", "H", "H", "H"], "coordinates": [[-0.1306, 2.3409, -0.9325], [-1.4477, 0.6689, 0.0068], [2.7283, -0.1352, 1.4625], [1.7217, 1.5157, 0.2059], [2.0622, 0.5964, 0.8611], [-0.7286, -1.5266, -0.5654], [-0.9333, -0.5273, 0.2898], [-0.7857, -1.3515, -1.6456], [-2.2354, 0.8627, 0.5410], [-0.2508, -2.4440, -0.2235]], "forces_ev_per_a": [[0.12, -0.75, 0.59], [-0.04, 1.92, -0.20], [-1.74, 0.08, -0.39], [-1.50, -0.37, -0.10], [2.81, 0.49, 0.17], [1.00, 0.73, 0.80], [-0.03, -2.07, -0.99], [-0.43, -0.13, 0.30], [0.06, -0.11, -0.10], [-0.25, 0.21, -0.08]]}